1.
3 unconnected molecules or ions with the total composition C2H12NO2S in a non-equilibrium geometry. Source: the OMol25 dataset; level of theory: ωB97M-V/def2-TZVPD.

XYZ file:
```
18
Properties=species:S:1:pos:R:3:forces:R:3:nbo_charge:R:1
C -0.35084 -0.11544 1.08878 0.2 0.1 -0.6 -0.379
C -1.76032 0.40316 1.22213 -0.5 0.4 1.2 -0.556
S -2.80636 0.45151 -0.25298 0.2 -0.1 -0.2 -0.024
N 0.55455 0.82465 0.36563 0.2 0.2 0.2 -0.793
H 0.11502 -0.36443 2.04004 -0.1 0.2 0.2 0.221
H -0.32602 -1.01668 0.48908 0.0 -0.3 0.0 0.216
H -2.28317 -0.17873 1.98998 0.2 -0.2 -0.2 0.235
H -1.80042 1.41198 1.67393 0.2 -0.2 -0.5 0.227
H -2.77664 -0.87611 -0.46618 -0.1 0.1 0.0 0.119
H 0.44695 1.78833 0.67796 0.0 0.0 -0.1 0.400
H 1.54068 0.50960 0.48181 0.1 -0.1 0.1 0.438
H 0.46717 0.72596 -0.67345 -0.4 0.0 0.1 0.471
H 3.54904 -0.33886 -0.56227 0.1 -0.3 0.0 0.445
H 2.51478 -1.53696 -0.51683 0.2 0.0 0.0 0.361
O 2.60200 -0.55993 -0.55556 -0.1 0.3 0.0 -1.321
H -0.68582 -0.44819 -2.26003 -0.1 0.0 -0.1 0.475
H 0.81277 -0.61992 -2.61904 0.0 0.2 0.4 0.477
O 0.18664 -0.05992 -2.12298 0.0 -0.1 -0.5 -1.013
```
Positions in Å, forces in eV/Å.

Expectation value of S²: 0.750
ΔE to the lowest compared entry with this formula, charge and spin: 0.000 eV
Lowest unoccupied orbital energy (spin up / spin down): 0.479 / 0.394 eV
Multiplicity: 2
Maximum force: 1.39 eV/A


2.
4 unconnected molecules or ions with the total composition C2H12O3S2 in a non-equilibrium geometry. Source: the OMol25 dataset; level of theory: ωB97M-V/def2-TZVPD.

XYZ file:
```
19
Properties=species:S:1:pos:R:3:forces:R:3:nbo_charge:R:1
C -0.53557 -0.30101 1.37584 1.9 -1.6 -4.0 -0.708
S 1.24346 0.48783 1.34748 -1.1 -2.6 2.2 0.039
S 1.22483 1.81170 -0.06511 0.1 3.3 -2.5 -0.017
C 2.74945 1.74645 -1.21557 -0.6 -0.2 1.5 -0.699
H -1.29990 0.38759 1.60118 -0.6 0.6 1.2 0.230
H -0.82372 -0.64555 0.31492 0.8 0.9 1.1 0.233
H -0.45290 -1.32477 1.75659 -0.1 0.7 1.2 0.251
H 2.53724 2.26946 -2.16733 0.1 -0.6 0.7 0.237
H 3.68836 2.01352 -0.72196 -0.5 1.1 0.1 0.221
H 2.89454 0.70917 -1.21494 0.0 -1.8 -1.3 0.219
H -0.26520 -4.63638 -0.23572 1.1 -0.1 0.1 0.459
H -1.62367 -4.46664 -0.61177 -2.4 1.1 -2.4 0.455
O -1.14253 -4.78543 0.08914 1.3 -1.1 2.3 -0.914
H -2.68504 -2.11347 -1.48803 1.0 -1.8 -2.6 0.457
H -2.50491 -0.59286 -1.04428 -0.4 -1.2 -0.3 0.505
O -2.89587 -1.48936 -0.86603 -0.7 3.1 2.7 -0.974
H -2.60782 2.05879 -1.28932 1.8 -3.0 0.6 0.491
H -1.11512 1.53233 -1.17891 -0.1 -0.2 0.1 0.494
O -2.02633 1.19276 -1.12311 -1.6 3.3 -0.7 -0.979
```
Positions in Å, forces in eV/Å.

SMILES: CSSC.O.O.O
ΔE to the lowest compared entry with this formula, charge and spin: 2.323 eV
Lowest unoccupied orbital energy: 0.415 eV
Maximum force: 4.76 eV/A


3.
5 unconnected molecules or ions with the total composition C2H12O4 in a non-equilibrium geometry. Source: the OMol25 dataset; level of theory: ωB97M-V/def2-TZVPD.

XYZ file:
```
18
Properties=species:S:1:pos:R:3:forces:R:3:nbo_charge:R:1
C -7.06036 1.56897 -0.44380 0.1 -0.1 0.3 -0.379
C -6.21120 0.74241 0.16509 -0.2 1.1 -1.0 -0.397
H -7.38150 2.48677 0.04159 -0.1 -0.2 -0.1 0.188
H -7.44474 1.37544 -1.43968 0.1 0.0 0.1 0.189
H -5.81880 1.05011 1.12518 0.2 -0.5 0.1 0.200
H -5.80431 -0.05993 -0.44107 0.0 -0.3 0.6 0.198
H 6.33962 0.19612 -1.11055 -0.4 -0.3 0.0 0.472
H 5.28420 -0.29570 -0.01809 -0.1 -0.1 -0.5 0.482
O 6.03683 0.26940 -0.20319 0.5 0.5 0.5 -0.955
H 2.34472 -0.79177 -0.32193 0.0 0.1 0.1 0.485
H 2.21020 -0.70925 1.17761 0.2 0.2 -0.1 0.477
O 2.55971 -0.21141 0.42354 -0.3 -0.4 0.0 -0.956
H 0.82595 1.12270 0.60143 -0.3 -0.1 0.0 0.478
H 0.89005 2.53721 0.99999 -0.5 0.1 0.1 0.463
O 0.22829 1.84230 0.86389 0.8 0.0 -0.1 -0.948
H 2.39970 -3.74394 -1.42652 0.1 -0.4 0.1 0.478
H 1.64034 -4.13042 -0.10826 0.2 -0.2 -0.2 0.480
O 1.74194 -3.46161 -0.78960 -0.3 0.6 0.1 -0.957
```
Positions in Å, forces in eV/Å.

SMILES: C=C.O.O.O.O
ΔE to the lowest compared entry with this formula, charge and spin: 1.449 eV
Lowest unoccupied orbital energy: 0.288 eV
Maximum force: 1.50 eV/A


4.
5 unconnected molecules or ions with the total composition C2H12O5 in a non-equilibrium geometry. Source: the OMol25 dataset; level of theory: ωB97M-V/def2-TZVPD.

XYZ file:
```
19
Properties=species:S:1:pos:R:3:forces:R:3:nbo_charge:R:1
O 1.30012 3.35248 0.22132 0.5 0.1 0.1 -0.517
C 1.07445 2.24508 -0.17427 -0.6 -1.2 0.1 0.455
C 1.88952 0.98387 0.04551 0.1 0.1 0.1 -0.719
H 0.14347 2.00420 -0.70478 -0.4 0.4 -0.3 0.093
H 1.55226 0.15865 -0.56739 0.0 0.2 -0.6 0.208
H 1.72079 0.54218 1.03486 0.5 0.7 -0.2 0.226
H 2.94643 1.17559 -0.13996 0.0 -0.1 0.3 0.244
H -3.58094 -2.66559 -2.78716 0.8 -0.6 -0.6 0.464
H -3.99905 -3.58590 -3.88062 0.8 0.0 0.0 0.467
O -3.17478 -3.27782 -3.44924 -1.7 0.7 0.6 -0.931
H 1.23476 0.37727 2.57031 0.2 -0.5 0.7 0.455
H 1.95755 1.34711 3.39686 0.4 0.1 0.3 0.468
O 1.95407 0.39880 3.22537 -0.7 0.4 -0.4 -0.916
H 0.68393 -0.37502 -2.37488 0.4 -0.1 0.8 0.458
H 0.34537 -0.00648 -3.71029 0.7 0.8 -0.1 0.468
O 0.96421 0.28657 -3.00804 -1.1 -0.7 -0.8 -0.924
H -2.67634 -0.25455 3.53449 -1.1 0.3 0.5 0.476
H -2.29593 -1.81213 3.49442 -0.2 1.2 0.0 0.481
O -2.03989 -0.89433 3.27351 1.3 -1.4 -0.6 -0.957
```
Positions in Å, forces in eV/Å.

SMILES: CC=O.O.O.O.O
ΔE to the lowest compared entry with this formula, charge and spin: 1.307 eV
Lowest unoccupied orbital energy: 0.285 eV
Maximum force: 2.02 eV/A


5.
5 unconnected molecules or ions with the total composition C2H12O5. Source: the OMol25 dataset; level of theory: ωB97M-V/def2-TZVPD.

XYZ file:
```
19
Properties=species:S:1:pos:R:3:forces:R:3:nbo_charge:R:1
O -0.36790 -1.41176 -2.26865 0.3 -0.3 0.0 -0.539
C -1.24091 -0.70271 -1.84005 0.1 0.0 0.0 0.431
C -1.82449 0.40614 -2.65219 0.2 0.1 -0.2 -0.725
H -1.61976 -0.88591 -0.82439 -0.2 0.1 0.1 0.134
H -1.16533 0.62400 -3.49061 0.0 0.0 0.0 0.231
H -2.77134 0.07108 -3.05917 -0.4 0.0 0.0 0.234
H -1.98793 1.30467 -2.07002 -0.1 0.1 0.2 0.229
H 2.02353 3.21495 1.05711 0.0 0.0 -0.2 0.467
H 2.67263 4.14879 2.04335 0.1 -0.1 0.0 0.470
O 2.84075 3.33656 1.55183 -0.3 0.1 0.1 -0.937
H 1.74384 -4.55685 1.53856 -0.3 0.0 0.2 0.473
H 2.29592 -3.49711 0.65124 -0.3 0.3 0.0 0.475
O 1.58047 -3.64064 1.28628 0.4 -0.2 -0.2 -0.946
H -0.29047 -2.04864 1.40941 -0.2 -0.2 0.0 0.491
H 0.05786 -0.60413 1.37982 -0.1 0.1 -0.1 0.461
O -0.71338 -1.17981 1.41552 0.3 0.0 0.1 -0.951
H 0.36277 1.74473 1.45344 -0.1 -0.1 0.2 0.466
H -1.17255 1.62593 1.42592 0.1 0.0 0.0 0.483
O -0.42371 2.05070 0.99259 0.0 0.1 -0.1 -0.948
```
Positions in Å, forces in eV/Å.

SMILES: CC=O.O.O.O.O
ΔE to the lowest compared entry with this formula, charge and spin: 0.541 eV
Lowest unoccupied orbital energy: 0.460 eV
Maximum force: 0.54 eV/A


6.
5 unconnected molecules or ions with the total composition C2H12O6 in a non-equilibrium geometry. Source: the OMol25 dataset; level of theory: ωB97M-V/def2-TZVPD.

XYZ file:
```
20
Properties=species:S:1:pos:R:3:forces:R:3:nbo_charge:R:1
O -0.78053 0.07326 -0.53207 -0.1 0.1 -1.6 -0.677
C 0.13965 0.04735 -1.32759 1.3 0.6 1.2 0.852
O 1.27753 0.70102 -1.10056 1.1 0.2 -1.1 -0.731
C 0.28337 -0.79299 -2.56433 -0.8 -1.5 0.1 -0.728
H 1.54443 1.15642 -0.26049 -1.4 -0.5 0.2 0.542
H 1.31675 -1.00945 -2.82228 0.1 0.2 0.4 0.244
H -0.14368 -0.38752 -3.47997 -0.4 0.3 0.3 0.247
H -0.22151 -1.76430 -2.32526 0.3 0.8 -0.4 0.246
H -2.92630 -0.81088 0.71686 0.1 0.0 -0.4 0.469
H -1.45265 -1.28292 0.63217 -0.1 0.2 -0.5 0.493
O -2.17511 -1.10118 1.23172 -0.4 -0.4 1.3 -0.966
H 1.93030 1.40435 2.25481 0.2 0.1 0.0 0.485
H 0.51819 1.62584 1.63578 -0.1 -0.1 -0.2 0.518
O 1.40964 1.23936 1.46630 0.1 0.1 0.3 -1.006
H -1.78854 1.81303 1.90244 0.2 -0.2 -0.5 0.487
H -1.16291 1.41020 0.50123 -0.2 -0.3 0.3 0.510
O -1.13959 2.06017 1.22915 0.1 0.6 0.4 -0.988
H 0.58892 -1.49273 1.54389 0.3 0.2 -0.2 0.481
H 1.72185 -1.11335 0.54915 0.0 0.3 0.3 0.479
O 1.06018 -1.77569 0.74907 -0.3 -0.7 0.0 -0.957
```
Positions in Å, forces in eV/Å.

SMILES: CC(=O)O.O.O.O.O
ΔE to the lowest compared entry with this formula, charge and spin: 0.518 eV
Lowest unoccupied orbital energy: 0.450 eV
Maximum force: 1.86 eV/A


7.
5 unconnected molecules or ions with the total composition C2H12O6 in a non-equilibrium geometry. Source: the OMol25 dataset; level of theory: ωB97M-V/def2-TZVPD.

XYZ file:
```
20
Properties=species:S:1:pos:R:3:forces:R:3:nbo_charge:R:1
H -0.44096 0.06619 0.06831 1.8 -0.7 -0.6 0.509
O -1.33452 0.77242 0.83543 1.1 -0.6 1.0 -0.931
O 0.35491 -0.56585 -0.50669 -1.1 1.4 0.8 -0.794
H -1.31468 0.02075 1.48669 -0.9 0.5 -0.3 0.516
H -0.72923 1.44035 1.26136 -0.4 -0.1 -0.9 0.523
C 1.64183 -0.21142 -0.44909 -1.0 -0.8 -0.5 0.811
O 2.20576 0.31257 0.48177 -0.2 0.4 0.2 -0.641
C 2.32638 -0.60645 -1.71962 1.9 0.2 -0.6 -0.732
H 3.41046 -0.41773 -1.61219 -0.5 0.0 0.0 0.222
H 2.23366 -1.65100 -2.00523 -0.4 -0.1 0.3 0.238
H 1.99915 -0.02582 -2.58805 -0.3 0.0 0.3 0.233
O 0.42658 2.74275 0.98024 -0.4 0.8 -0.3 -0.962
H 0.30285 3.32997 0.21305 0.1 -0.4 0.5 0.486
H 1.36967 2.61054 1.06572 0.4 -0.3 0.0 0.502
O -2.01434 -1.34593 -1.80031 0.0 -0.3 -0.2 -0.976
H -2.63521 -0.68411 -1.47761 0.5 0.1 0.0 0.466
H -1.09397 -1.06656 -1.63094 -0.6 0.1 0.2 0.499
O -2.08187 -1.27014 2.34250 -0.5 0.5 -0.6 -0.960
H -1.71618 -1.79511 3.04027 0.0 -0.7 0.5 0.491
H -2.91028 -1.65542 2.01438 0.5 0.0 0.3 0.499
```
Positions in Å, forces in eV/Å.

SMILES: CC(=O)O.O.O.O.O
ΔE to the lowest compared entry with this formula, charge and spin: 0.733 eV
Lowest unoccupied orbital energy: 0.346 eV
Maximum force: 1.99 eV/A


8.
3 unconnected molecules or ions with the total composition C2H13N2O2 in a non-equilibrium geometry. Source: the OMol25 dataset; level of theory: ωB97M-V/def2-TZVPD.

XYZ file:
```
19
Properties=species:S:1:pos:R:3:forces:R:3:nbo_charge:R:1
C 1.88393 -0.45515 0.97928 0.3 0.5 0.8 -0.252
N 2.21351 0.97088 1.04662 0.1 0.3 -0.3 -0.874
C 0.37577 -0.55072 0.85845 -0.3 -0.9 -0.9 -0.226
N -0.05366 0.34098 -0.27396 -0.3 1.0 0.8 -0.702
H 2.40986 -0.90176 0.14296 -0.1 -0.1 -0.2 0.214
H 2.20738 -0.95928 1.89090 -0.1 -0.3 -0.1 0.218
H 3.14486 1.18630 0.71857 0.0 -0.1 -0.1 0.392
H 2.15702 1.33564 1.98870 -0.1 -0.1 0.0 0.382
H 0.01024 -1.54138 0.59123 0.2 -0.1 0.2 0.233
H -0.13418 -0.26676 1.77079 0.0 0.3 0.0 0.232
H -0.87425 0.88644 -0.00053 -0.3 -0.5 -0.2 0.441
H -0.24493 -0.10051 -1.18335 0.1 0.2 0.0 0.472
H 0.67086 1.07865 -0.32028 0.4 -0.2 -0.3 0.456
H -1.41582 0.70067 -3.60400 0.0 0.1 0.2 0.495
H -0.44047 -0.41198 -3.85828 0.2 -0.1 0.1 0.493
O -0.71151 0.20543 -3.16820 -0.1 -0.1 -0.2 -0.974
H -3.38349 0.14831 1.50435 -0.1 0.0 0.0 0.483
H -3.40971 -1.34581 1.18735 0.1 0.2 -0.1 0.492
O -2.90407 -0.53721 1.02845 0.1 0.0 0.0 -0.972
```
Positions in Å, forces in eV/Å.

ΔE to the lowest compared entry with this formula, charge and spin: 0.186 eV
Lowest unoccupied orbital energy: -2.781 eV
Charge: +1
Maximum force: 1.34 eV/A